[1]
ORCA calculation (ωB97M-V with the def2-TZVPD basis set) on one molecule with the formula C5H10O at a distorted geometry.

Calculated values
Molar mass (g mol⁻¹): 86.13
Relative energy (zero: lowest compared OMol25 entry of this formula, charge and spin) (kJ/mol): 254.37
Kohn-Sham gap (eV): 9.94
Total charge: 0

Each line ends with the Mulliken charge.
Element x y z (Å)
O -0.068 0.511 0.906  -0.359
C -1.184 0.449 0.102  0.022
C -2.017 -0.623 -0.510  -0.494
C 2.212 0.169 1.279  -1.278
C 1.076 -0.036 0.312  -0.196
C -1.036 -0.027 -1.459  -0.723
H 3.093 -0.388 0.951  0.372
H -3.005 -0.197 -0.619  0.268
H -0.298 -0.775 -1.816  0.290
H 1.896 -0.190 2.262  0.314
H -1.978 -1.676 -0.279  0.254
H 0.885 -1.100 0.123  0.266
H 2.463 1.232 1.362  0.291
H 1.250 0.445 -0.664  0.371
H -1.848 1.218 0.539  0.335
H -1.249 0.670 -2.261  0.265

=====

[2]
ORCA calculation (ωB97M-V with the def2-TZVPD basis set) on C35H43IN5PPt as an isolated structure.

Calculated values
Molar mass (g mol⁻¹): 886.72
Relative energy (zero: lowest compared OMol25 entry of this formula, charge and spin) (kJ/mol): 25.17
Kohn-Sham gap (eV): 7.76
Total charge: +2

Each line ends with the Mulliken charge.
Element x y z (Å)
Pt -0.189 -0.605 -0.154  2.602
I -1.126 -2.971 0.225  -0.027
P 0.065 -0.647 2.106  -0.188
N 1.559 -0.202 -4.168  0.129
N -0.353 1.485 0.004  -1.250
N 1.019 1.376 -2.583  0.542
N 0.267 -0.783 -2.275  0.054
N -2.395 2.227 -0.899  0.447
C 1.636 -6.084 1.274  -0.866
C 1.180 -2.021 2.633  0.883
C 2.201 1.090 1.886  -0.171
C 2.243 -4.234 2.718  0.867
C -1.544 -1.579 4.196  -0.909
C -3.182 3.344 -1.457  -0.870
C 2.010 -1.655 3.676  -0.086
C -1.177 2.432 -0.415  1.405
C 0.937 0.100 -3.011  0.378
C 2.437 3.177 3.055  -0.601
C 0.058 -2.132 -2.816  -0.616
C -2.710 -1.576 4.949  -0.749
C -0.698 3.854 -0.249  -1.922
C 1.263 -3.370 2.137  -0.212
C -3.731 -0.685 4.650  -0.700
C -2.440 0.200 2.830  -0.128
C 1.003 0.847 2.561  -0.005
C -1.406 -0.685 3.139  0.841
C 1.771 2.209 -4.704  -0.722
C -3.064 0.191 -2.223  -1.224
C -3.596 0.205 3.591  -0.912
C 1.628 -1.588 -4.611  -0.729
C 2.408 -5.568 2.269  -0.874
C 2.941 -2.521 4.263  -1.386
C 1.863 2.380 -3.203  -0.640
C 0.530 1.771 3.485  -0.143
C 2.184 0.791 -5.046  -0.715
C 0.303 -2.243 -4.306  -0.923
C 0.482 -3.985 1.115  0.380
C -3.061 0.917 -0.889  -0.374
C 2.916 2.250 2.133  -0.717
C 0.650 -5.273 0.694  -0.648
C -2.838 3.672 -2.904  -0.877
C 1.250 2.935 3.730  -0.911
C 3.065 -3.785 3.777  -0.833
H 0.310 3.869 0.160  0.392
H -3.384 4.562 -3.214  0.421
H -0.970 -2.428 -2.609  0.293
H -4.394 0.897 3.359  0.493
H 3.167 -6.174 2.745  0.422
H 1.845 -1.590 -5.678  0.427
H -1.773 3.873 -3.033  0.165
H 3.851 2.429 1.620  0.493
H 0.576 1.564 -1.702  -0.159
H 0.454 1.903 0.446  -0.322
H -0.486 -1.732 -4.864  0.291
H -2.819 -2.271 5.770  0.460
H 0.748 2.398 -5.033  0.286
H 1.890 0.552 -6.069  0.461
H 0.884 3.647 4.457  0.490
H 3.553 -2.171 5.082  0.483
H -4.090 1.101 -0.575  0.618
H 0.020 -5.678 -0.086  0.488
H -1.350 4.403 0.430  0.434
H -3.108 2.862 -3.577  0.268
H 0.706 -2.838 -2.283  0.323
H 1.510 3.363 -2.889  0.335
H 0.301 -3.290 -4.605  0.422
H -3.062 4.221 -0.824  0.500
H -2.598 0.318 -0.102  -0.326
H -0.391 1.587 4.023  0.495
H -2.054 -0.061 -2.541  0.116
H -0.692 4.384 -1.200  0.420
H 1.955 -0.652 4.074  0.692
H 2.999 4.079 3.254  0.437
H 2.448 -2.108 -4.106  0.250
H -0.750 -2.273 4.438  0.460
H -4.229 3.055 -1.379  0.385
H 3.271 0.685 -4.986  0.324
H -3.537 0.795 -2.996  0.414
H 2.580 0.366 1.171  0.418
H 2.426 2.911 -5.218  0.403
H 1.762 -7.102 0.935  0.423
H -3.647 -0.727 -2.132  0.429
H -2.334 0.884 1.994  0.384
H -4.637 -0.684 5.241  0.422
H 3.789 -4.473 4.193  0.436
H 2.903 2.280 -2.873  0.333

=====

[3]
ORCA calculation (ωB97M-V with the def2-TZVPD basis set) on a 2-piece molecular cluster, C7H10S overall at a distorted geometry.

Calculated values
Molar mass (g mol⁻¹): 126.22
Relative energy (zero: lowest compared OMol25 entry of this formula, charge and spin) (kJ/mol): 492.43
Kohn-Sham gap (alpha / beta) (eV): 6.37 / 7.56
Total charge: 0

Each line ends with the Mulliken charge.
Element x y z (Å)
S 0.241 2.758 -0.668  -0.283
C 0.752 -0.026 -0.970  0.234
C 2.028 -0.247 -1.371  -0.036
C 2.568 -1.591 -1.710  -1.138
C 0.305 1.196 -0.515  -0.419
C -2.816 1.299 1.208  -0.998
C -1.634 0.459 1.335  0.232
C -1.151 -0.497 2.068  -0.662
H -1.710 -0.954 2.888  0.274
H 2.858 -1.618 -2.763  0.299
H -3.052 1.489 0.159  0.246
H -0.156 -0.898 1.931  0.271
H -3.685 0.824 1.683  0.368
H 1.832 -2.371 -1.529  0.318
H 2.724 0.579 -1.423  0.375
H 0.066 -0.861 -0.893  0.353
H 3.463 -1.801 -1.125  0.310
H -2.636 2.261 1.696  0.256

=====

[4]
ORCA calculation (ωB97M-V with the def2-TZVPD basis set) on a 10-piece molecular cluster, C63H53NO20 overall at a distorted geometry.

Calculated values
Molar mass (g mol⁻¹): 1144.10
Kohn-Sham gap (eV): 7.38
Total charge: 0

Each line ends with the Mulliken charge.
Element x y z (Å)
O -2.931 12.002 -5.094  -0.553
O 2.405 -8.703 7.632  -0.478
O 4.780 -2.640 -3.139  -0.564
O -1.494 -0.780 2.116  -0.296
O 1.267 -5.048 4.437  -0.532
O 5.885 -7.251 5.789  -0.588
O 5.030 -12.878 9.563  -0.538
O 1.582 2.158 3.255  -0.450
O -3.189 3.491 -0.891  -0.496
O -3.169 0.826 -4.830  -0.443
O 0.882 3.203 -5.014  -0.560
O -7.301 -0.477 -7.871  -0.550
O 4.017 2.579 -2.708  -0.462
O 0.865 -1.395 6.806  -0.593
O -3.304 -3.861 -0.885  -0.553
O 0.129 8.119 -3.197  -0.502
O -5.235 4.413 -0.640  -0.621
O 2.113 8.276 -5.891  -0.658
O 5.534 4.117 0.324  -0.561
O -5.207 -5.287 3.848  -0.540
N -3.733 -0.642 -2.276  -0.531
C 4.897 2.906 2.239  -0.517
C -2.228 11.115 -4.660  0.351
C -3.737 -4.195 0.199  0.099
C 3.011 -9.659 8.071  0.475
C 2.405 -10.537 9.103  -0.403
C -0.747 0.242 4.100  -0.282
C -5.008 1.988 -1.125  0.200
C -1.962 9.199 -3.148  -0.436
C 2.234 5.042 -4.439  -0.281
C 4.398 -6.668 4.061  -0.563
C 1.170 4.364 -5.219  0.361
C -0.836 10.928 -5.138  -0.386
C -6.356 -0.178 -7.174  0.324
C -0.721 1.306 -0.040  -0.028
C -4.565 3.445 -0.857  0.409
C -3.726 1.263 -0.680  0.184
C 4.431 -11.923 9.120  0.326
C -0.570 9.014 -3.628  0.419
C -0.497 -2.239 3.649  -0.493
C 0.094 -2.409 4.828  -0.624
C 3.074 0.471 -3.121  -0.267
C -5.010 -0.758 -7.413  -0.400
C -4.769 -4.963 2.766  0.131
C 0.316 -1.250 5.733  0.181
C -3.637 -0.233 -0.866  -0.891
C -0.425 3.194 -1.724  -1.433
C 2.545 6.316 -4.660  -0.378
C 0.778 6.432 -6.477  -0.275
C -4.969 -5.013 0.318  -0.421
C 3.237 -6.116 3.722  -0.434
C 2.218 3.384 1.348  -0.137
C -0.064 9.955 -4.658  -0.281
C -2.735 2.198 -1.373  -0.923
C -0.963 -0.911 3.202  0.245
C 2.759 -5.620 6.164  -0.191
C 4.379 -9.993 7.602  -0.054
C -5.460 1.109 -5.287  -0.134
C 4.830 -6.738 5.480  0.363
C 3.921 -6.169 6.504  -0.295
C -0.143 0.088 5.275  -0.418
C 3.261 -0.842 -3.223  -0.322
C -3.972 -0.428 -6.649  -0.442
C 0.433 0.342 -0.357  -1.050
C 5.734 -0.525 -2.744  -0.399
C 4.629 3.673 0.995  0.251
C -3.057 -3.792 1.455  0.141
C 4.606 -1.444 -3.044  0.258
C -6.499 0.781 -6.050  -0.480
C 4.200 1.385 -2.815  0.193
C -4.116 0.530 -5.527  0.488
C -3.535 -4.147 2.645  -0.028
C 2.328 -5.552 4.749  0.450
C 3.062 -11.587 9.588  -0.372
C 3.906 2.417 2.978  -0.373
C 3.209 3.873 0.607  -0.202
C -1.245 1.933 -1.357  1.525
C 0.467 5.158 -6.259  -0.524
C -5.447 -5.368 1.508  -0.478
C -2.731 10.173 -3.627  -0.344
C 5.036 -11.042 8.088  -0.459
C 2.488 2.616 2.589  0.319
C 5.546 0.788 -2.638  -0.438
C 1.841 7.109 -5.694  0.299
H 1.362 0.910 -0.469  0.018
H 6.034 -11.304 7.762  0.434
H 1.408 -10.273 9.431  0.417
H 0.614 -0.376 0.444  0.306
H 6.706 -0.985 -2.617  0.416
H 2.899 -6.054 2.695  0.431
H 4.253 -6.232 7.531  0.458
H 3.034 4.432 -0.304  0.504
H 0.537 3.184 -1.212  0.108
H 2.640 -12.241 10.340  0.403
H -5.542 1.805 -4.463  0.327
H -3.466 -1.618 -2.327  0.285
H -0.270 3.234 -2.803  0.148
H 4.079 1.854 3.886  0.455
H 6.352 1.477 -2.416  0.466
H 0.436 -3.377 5.172  0.641
H -2.751 -0.654 -0.380  0.205
H 2.453 -1.529 -3.440  0.449
H -3.045 2.189 -2.430  0.412
H -2.982 -0.838 -6.804  0.425
H -0.946 4.108 -1.437  0.396
H -6.345 -5.962 1.619  0.411
H -1.088 1.204 3.740  0.404
H 5.077 -7.089 3.331  0.423
H -2.308 8.499 -2.397  0.454
H -0.306 4.643 -6.816  0.452
H -1.496 0.831 0.545  0.118
H -4.492 -0.671 -0.338  0.511
H -4.928 -1.455 -8.236  0.402
H -3.704 1.481 0.395  0.211
H -0.663 -3.055 2.957  0.787
H 2.732 4.440 -3.688  0.633
H -5.448 -5.295 -0.610  0.435
H -3.056 -3.859 3.573  0.576
H 0.044 0.917 5.944  0.425
H 0.273 -0.188 -1.298  0.426
H -2.162 -3.194 1.341  0.233
H 4.808 -9.338 6.854  0.247
H 1.176 3.518 1.084  0.391
H 3.312 6.834 -4.099  0.470
H 5.939 2.773 2.502  0.425
H -5.893 1.688 -0.573  0.352
H -3.106 -0.092 -2.852  0.160
H -5.152 1.962 -2.208  -0.311
H 2.077 -5.204 6.895  0.459
H 2.104 0.936 -3.249  0.652
H 0.954 9.799 -4.991  0.460
H -0.269 2.113 0.541  -0.149
H -0.492 11.623 -5.893  0.429
H 0.277 7.033 -7.226  0.455
H -3.749 10.327 -3.293  0.411
H -1.071 1.223 -2.168  0.450
H -7.488 1.190 -5.893  0.430

=====

[5]
ORCA calculation (ωB97M-V with the def2-TZVPD basis set) on one molecule with the formula C6H11N5O2 at a distorted geometry.

Calculated values
Molar mass (g mol⁻¹): 185.19
Relative energy (zero: lowest compared OMol25 entry of this formula, charge and spin) (kJ/mol): 417.42
Kohn-Sham gap (eV): 8.70
Total charge: 0

Each line ends with the Mulliken charge.
Element x y z (Å)
O 1.936 -2.690 -0.694  -0.075
O -1.468 -0.773 -0.028  -0.125
N 3.007 -2.110 0.039  -0.450
N 3.438 0.130 0.661  -0.537
N -0.870 0.418 -0.351  -0.660
N 1.135 1.671 -0.414  -0.219
N 0.954 -1.842 -0.858  -0.348
C 0.419 0.487 -0.428  0.286
C 0.415 2.909 -0.296  -0.899
C 2.560 -0.895 0.266  0.654
C -3.499 -1.686 0.412  -1.168
C -2.860 -0.424 -0.038  -0.150
C 1.273 -0.724 -0.329  0.395
H 1.018 3.526 0.378  0.328
H 0.414 3.368 -1.321  0.248
H 2.125 1.564 -0.445  0.283
H -4.540 -1.786 0.335  0.421
H -2.962 0.525 0.421  0.387
H 3.147 0.608 1.558  0.261
H -0.601 2.694 0.133  0.310
H -3.062 -2.500 -0.182  0.281
H 4.404 -0.290 0.756  0.282
H -3.171 -1.902 1.460  0.256
H -3.211 -0.278 -1.036  0.241

=====

total charge of number 1 (C5H10O)? 0

=====

Among the records above, which one has the lowest molar mass? C5H10O

=====

What did the first record say?
ORCA calculation (ωB97M-V with the def2-TZVPD basis set) on one molecule with the formula C5H10O at a distorted geometry.

Calculated values
Molar mass (g mol⁻¹): 86.13
Relative energy (zero: lowest compared OMol25 entry of this formula, charge and spin) (kJ/mol): 254.37
Kohn-Sham gap (eV): 9.94
Total charge: 0

Each line ends with the Mulliken charge.
Element x y z (Å)
O -0.068 0.511 0.906  -0.359
C -1.184 0.449 0.102  0.022
C -2.017 -0.623 -0.510  -0.494
C 2.212 0.169 1.279  -1.278
C 1.076 -0.036 0.312  -0.196
C -1.036 -0.027 -1.459  -0.723
H 3.093 -0.388 0.951  0.372
H -3.005 -0.197 -0.619  0.268
H -0.298 -0.775 -1.816  0.290
H 1.896 -0.190 2.262  0.314
H -1.978 -1.676 -0.279  0.254
H 0.885 -1.100 0.123  0.266
H 2.463 1.232 1.362  0.291
H 1.250 0.445 -0.664  0.371
H -1.848 1.218 0.539  0.335
H -1.249 0.670 -2.261  0.265